(1)
{"formula": "C51H60F2N3O2", "method": "ωB97M-V with the def2-TZVPD basis set", "species": ["C", "C", "C", "C", "C", "C", "C", "C", "C", "C", "C", "C", "C", "C", "N", "C", "C", "N", "C", "C", "C", "C", "C", "C", "C", "C", "C", "C", "C", "C", "C", "C", "C", "C", "C", "C", "C", "C", "N", "O", "O", "C", "C", "H", "H", "H", "H", "H", "H", "H", "H", "H", "H", "H", "H", "H", "H", "H", "H", "H", "H", "H", "H", "H", "H", "H", "H", "H", "H", "H", "H", "H", "H", "H", "H", "H", "H", "H", "H", "H", "H", "H", "H", "H", "H", "H", "H", "H", "H", "H", "H", "H", "H", "H", "F", "C", "C", "C", "C", "C", "C", "C", "C", "C", "F", "C", "C", "C", "C", "H", "H", "H", "H", "H", "H", "H", "H", "H"], "xyz": [[-0.338, 1.975, 0.331], [0.764, 2.557, 1.226], [1.038, 3.987, 0.691], [0.278, 2.724, 2.673], [2.035, 1.662, 1.217], [3.181, 2.245, 0.698], [4.415, 1.657, 0.812], [4.527, 0.442, 1.430], [3.424, -0.256, 1.891], [3.764, -1.630, 2.527], [2.639, -2.632, 2.293], [4.067, -1.427, 4.028], [5.021, -2.281, 1.885], [2.132, 0.358, 1.801], [0.927, -0.333, 2.257], [0.651, -0.605, 3.695], [-0.469, -1.651, 3.684], [-0.995, -1.648, 2.295], [-2.279, -2.296, 2.046], [-3.502, -1.637, 2.398], [-3.656, -0.282, 3.139], [-4.943, 0.473, 2.707], [-2.509, 0.678, 2.826], [-3.774, -0.559, 4.654], [-4.702, -2.285, 2.155], [-4.757, -3.518, 1.564], [-3.593, -4.161, 1.236], [-2.345, -3.603, 1.467], [-1.165, -4.575, 1.202], [-1.409, -5.404, -0.084], [-1.050, -5.516, 2.414], [0.178, -3.888, 1.007], [-0.072, -0.948, 1.456], [0.020, -0.974, 0.083], [-0.953, -1.489, -0.852], [-2.333, -1.420, -0.611], [-3.226, -2.081, -1.412], [-2.778, -2.790, -2.513], [-3.716, -3.593, -3.280], [-3.285, -4.245, -4.247], [-4.908, -3.615, -2.925], [-1.430, -2.775, -2.837], [-0.526, -2.125, -2.032], [-0.733, 1.055, 0.743], [-1.169, 2.671, 0.230], [0.044, 1.765, -0.667], [1.808, 4.491, 1.274], [1.333, 3.969, -0.358], [0.136, 4.596, 0.755], [1.085, 3.089, 3.309], [-0.548, 3.431, 2.736], [-0.062, 1.778, 3.074], [3.136, 3.205, 0.217], [5.292, 2.164, 0.448], [5.514, 0.036, 1.571], [2.423, -2.700, 1.227], [2.903, -3.626, 2.650], [1.742, -2.329, 2.810], [5.034, -0.941, 4.159], [3.339, -0.780, 4.509], [4.098, -2.375, 4.563], [5.943, -1.781, 2.181], [5.120, -3.318, 2.204], [4.957, -2.277, 0.798], [1.532, -0.965, 4.221], [0.347, 0.310, 4.208], [-0.103, -2.654, 3.928], [-1.255, -1.424, 4.401], [-5.849, 0.007, 3.092], [-4.933, 1.492, 3.094], [-5.017, 0.534, 1.622], [-1.550, 0.245, 3.064], [-2.516, 0.934, 1.769], [-2.607, 1.603, 3.391], [-2.974, -1.196, 5.020], [-3.765, 0.365, 5.230], [-4.707, -1.079, 4.876], [-5.628, -1.832, 2.458], [-5.707, -3.994, 1.390], [-3.669, -5.146, 0.813], [-1.709, -4.756, -0.905], [-0.501, -5.919, -0.391], [-2.175, -6.165, 0.047], [-0.839, -4.949, 3.319], [-1.976, -6.067, 2.576], [-0.249, -6.241, 2.277], [0.371, -3.229, 1.839], [0.983, -4.619, 0.953], [0.201, -3.318, 0.085], [0.963, -0.664, -0.335], [-2.682, -0.862, 0.239], [-4.279, -2.087, -1.188], [-1.108, -3.307, -3.715], [0.527, -2.155, -2.258], [-1.579, 7.814, -2.795], [-0.689, 6.976, -3.366], [0.412, 6.529, -2.650], [1.320, 5.681, -3.226], [1.168, 5.238, -4.558], [2.144, 4.354, -5.078], [2.354, 3.853, -6.387], [3.298, 2.818, -6.555], [3.553, 2.280, -7.790], [2.888, 2.747, -8.913], [3.134, 2.207, -10.125], [1.977, 3.785, -8.781], [1.724, 4.339, -7.552], [0.021, 5.678, -5.251], [-0.875, 6.538, -4.669], [0.534, 6.867, -1.637], [2.169, 5.343, -2.660], [2.848, 3.994, -4.349], [3.822, 2.445, -5.692], [4.272, 1.490, -7.913], [1.489, 4.152, -9.668], [1.093, 5.204, -7.502], [-0.204, 5.287, -6.224], [-1.742, 6.883, -5.205]], "lowdin_charge": [-0.05, -0.49, -0.08, -0.03, -0.07, -0.05, -0.06, -0.04, -0.07, -0.50, -0.05, -0.03, -0.06, -0.05, 0.00, -0.10, -0.09, -0.02, -0.08, -0.10, -0.50, -0.06, -0.05, -0.03, -0.04, -0.05, -0.04, -0.08, -0.49, -0.03, -0.03, -0.06, -0.22, -0.06, -0.21, -0.02, 0.01, -0.17, -0.32, 0.05, 0.05, -0.01, -0.03, 0.03, 0.09, 0.09, 0.09, 0.06, 0.08, 0.10, 0.09, 0.03, 0.09, 0.11, 0.10, 0.10, 0.10, 0.04, 0.09, 0.06, 0.09, 0.07, 0.09, 0.09, 0.09, 0.11, 0.12, 0.10, 0.07, 0.09, 0.09, 0.04, 0.08, 0.10, 0.06, 0.09, 0.09, 0.10, 0.11, 0.11, 0.07, 0.09, 0.08, 0.08, 0.09, 0.09, 0.04, 0.10, 0.07, 0.12, 0.10, 0.12, 0.12, 0.12, 0.12, -0.20, 0.03, 0.02, -0.18, 0.14, -0.18, 0.02, 0.03, -0.20, 0.12, 0.04, 0.02, 0.02, 0.04, 0.13, 0.13, 0.13, 0.13, 0.14, 0.14, 0.11, 0.11, 0.14], "e_above_lowest_ev": 0.000, "e_homo_ev": -8.759, "e_tot_ha": -2493.43761, "total_charge": 1, "lumo_ev": -6.089}



(2)
{"formula": "C51H71N13O3PS", "method": "ωB97M-V with the def2-TZVPD basis set", "species": ["C", "C", "C", "O", "S", "N", "P", "O", "O", "H", "H", "H", "H", "H", "H", "H", "H", "H", "H", "H", "N", "C", "C", "C", "C", "H", "H", "H", "H", "H", "N", "C", "C", "C", "C", "H", "H", "H", "H", "H", "N", "C", "C", "C", "C", "H", "H", "H", "H", "H", "N", "C", "C", "C", "C", "H", "H", "H", "H", "H", "N", "C", "C", "C", "C", "H", "H", "H", "H", "H", "N", "C", "C", "C", "C", "H", "H", "H", "H", "H", "N", "C", "C", "C", "C", "H", "H", "H", "H", "H", "N", "C", "C", "C", "C", "H", "H", "H", "H", "H", "N", "C", "C", "C", "C", "H", "H", "H", "H", "H", "N", "C", "C", "C", "C", "H", "H", "H", "H", "H", "N", "C", "C", "C", "C", "H", "H", "H", "H", "H", "N", "C", "C", "C", "C", "H", "H", "H", "H", "H"], "xyz": [[3.707, -6.778, -1.707], [3.993, -7.839, -2.831], [4.197, -7.136, -4.228], [3.806, -5.748, -4.076], [5.020, -4.655, -4.302], [4.368, -3.192, -3.708], [6.682, -4.943, -2.892], [7.035, -6.560, -2.711], [7.976, -4.297, -3.703], [4.548, -6.065, -1.608], [2.748, -6.263, -1.857], [3.646, -7.276, -0.728], [3.105, -8.480, -2.858], [4.891, -8.372, -2.505], [3.487, -7.579, -4.937], [5.204, -7.284, -4.637], [3.678, -2.886, -4.399], [3.795, -3.486, -2.907], [7.490, -6.900, -3.490], [8.497, -4.961, -4.168], [4.348, -0.355, -1.573], [3.401, 0.222, -2.380], [3.114, 1.462, -1.870], [3.921, 1.642, -0.718], [4.673, 0.507, -0.560], [4.744, -1.264, -1.703], [3.013, -0.298, -3.241], [2.406, 2.163, -2.279], [3.947, 2.507, -0.077], [5.407, 0.237, 0.182], [2.970, -4.117, 0.225], [3.193, -2.769, 0.373], [3.033, -2.462, 1.699], [2.706, -3.665, 2.377], [2.680, -4.670, 1.444], [3.013, -4.620, -0.642], [3.442, -2.146, -0.470], [3.137, -1.481, 2.134], [2.513, -3.781, 3.430], [2.477, -5.724, 1.541], [6.366, -2.931, 0.465], [6.549, -2.488, 1.747], [7.771, -1.868, 1.807], [8.346, -1.934, 0.513], [7.457, -2.593, -0.296], [5.556, -3.425, 0.138], [5.797, -2.652, 2.501], [8.203, -1.416, 2.684], [9.303, -1.542, 0.209], [7.505, -2.848, -1.341], [-0.079, -1.026, 2.863], [0.141, 0.318, 3.012], [-0.036, 0.631, 4.337], [-0.369, -0.571, 5.012], [-0.386, -1.575, 4.078], [-0.023, -1.529, 1.998], [0.402, 0.933, 2.166], [0.066, 1.612, 4.771], [-0.574, -0.687, 6.064], [-0.591, -2.628, 4.173], [-3.008, -0.004, 1.931], [-4.241, 0.584, 1.957], [-5.090, -0.174, 1.190], [-4.341, -1.265, 0.685], [-3.060, -1.136, 1.162], [-2.188, 0.341, 2.404], [-4.408, 1.490, 2.517], [-6.132, 0.034, 1.013], [-4.698, -2.056, 0.046], [-2.187, -1.748, 1.020], [5.361, 2.423, -5.889], [5.356, 2.375, -4.520], [5.727, 3.610, -4.055], [5.958, 4.436, -5.185], [5.723, 3.677, -6.302], [5.134, 1.660, -6.496], [5.092, 1.470, -3.998], [5.820, 3.889, -3.018], [6.263, 5.469, -5.179], [5.782, 3.920, -7.350], [-2.109, -6.548, -3.312], [-1.829, -6.161, -2.031], [-0.578, -5.601, -2.027], [-0.089, -5.649, -3.359], [-1.060, -6.238, -4.129], [-2.959, -6.993, -3.607], [-2.539, -6.316, -1.238], [-0.071, -5.200, -1.162], [0.867, -5.290, -3.711], [-1.093, -6.462, -5.182], [-5.564, 3.520, -1.868], [-6.555, 3.822, -2.762], [-7.429, 2.766, -2.791], [-6.950, 1.794, -1.876], [-5.798, 2.289, -1.320], [-4.786, 4.112, -1.646], [-6.552, 4.756, -3.298], [-8.316, 2.700, -3.401], [-7.398, 0.840, -1.649], [-5.128, 1.874, -0.584], [-4.698, 2.247, 5.395], [-5.344, 3.299, 4.801], [-6.614, 3.357, 5.312], [-6.738, 2.303, 6.253], [-5.540, 1.637, 6.284], [-3.754, 1.966, 5.207], [-4.845, 3.912, 4.068], [-7.369, 4.077, 5.042], [-7.608, 2.060, 6.842], [-5.216, 0.785, 6.858], [-0.202, 3.130, -3.595], [-0.841, 4.191, -4.176], [-2.111, 4.247, -3.663], [-2.240, 3.182, -2.733], [-1.044, 2.511, -2.711], [0.741, 2.850, -3.788], [-0.340, 4.810, -4.901], [-2.864, 4.974, -3.925], [-3.109, 2.937, -2.147], [-0.723, 1.652, -2.146], [-2.016, 5.559, -0.418], [-1.793, 6.895, -0.227], [-1.973, 7.166, 1.106], [-2.313, 5.946, 1.743], [-2.330, 4.972, 0.777], [-1.960, 5.078, -1.300], [-1.528, 7.534, -1.052], [-1.871, 8.133, 1.570], [-2.522, 5.799, 2.790], [-2.537, 3.915, 0.837], [-7.777, 6.327, 8.574], [-9.010, 6.920, 8.603], [-9.858, 6.162, 7.837], [-9.108, 5.069, 7.331], [-7.827, 5.197, 7.805], [-6.961, 6.669, 9.044], [-9.177, 7.825, 9.162], [-10.901, 6.369, 7.661], [-9.467, 4.277, 6.693], [-6.954, 4.585, 7.662]], "lowdin_charge": [-0.11, -0.16, -0.21, -0.45, 0.93, -0.16, 0.79, -0.25, -0.25, 0.03, 0.06, 0.09, 0.12, 0.10, 0.13, 0.10, 0.07, 0.05, 0.07, 0.07, -0.02, -0.17, -0.11, -0.08, -0.12, 0.09, 0.10, 0.08, 0.10, 0.11, 0.00, -0.16, -0.11, -0.09, -0.12, 0.08, 0.07, 0.11, 0.10, 0.11, 0.01, -0.13, -0.09, -0.10, -0.17, 0.10, 0.11, 0.10, 0.10, 0.04, 0.00, -0.17, -0.11, -0.10, -0.13, 0.13, 0.11, 0.09, 0.09, 0.11, 0.02, -0.13, -0.12, -0.11, -0.15, 0.10, 0.10, 0.10, 0.09, 0.09, -0.01, -0.15, -0.11, -0.11, -0.14, 0.14, 0.08, 0.09, 0.09, 0.11, 0.02, -0.13, -0.12, -0.13, -0.14, 0.15, 0.11, 0.08, 0.07, 0.11, 0.00, -0.14, -0.11, -0.11, -0.14, 0.12, 0.10, 0.09, 0.09, 0.09, 0.00, -0.14, -0.12, -0.12, -0.13, 0.13, 0.10, 0.09, 0.10, 0.10, 0.01, -0.12, -0.12, -0.13, -0.13, 0.13, 0.11, 0.10, 0.07, 0.11, 0.01, -0.14, -0.11, -0.12, -0.15, 0.09, 0.11, 0.09, 0.08, 0.10, 0.00, -0.14, -0.11, -0.12, -0.14, 0.14, 0.10, 0.09, 0.09, 0.09], "e_above_lowest_ev": 0.896, "e_homo_ev": -8.685, "e_tot_ha": -3662.64173, "total_charge": 1, "lumo_ev": -4.796}